No. 1
A structure of composition C26H66Be2F6O22 at a distorted geometry, computed with wB97M-V/def2-TZVPD.

As for the charge: +1. Its spin multiplicity is 2. The largest force on an atom comes out at 0.083 Eh/bohr. As for the gap between HOMO and LUMO (alpha / beta): 4.24 / 3.62 eV. The expectation value of S² is 0.75. The HOMO energy (alpha / beta) comes out at -10.50 / -10.50 eV.

Last column: Löwdin spin population.
Geometry (Å):
Be 3.4541 -4.3427 1.6145  0.686
Be 0.6466 -3.0798 -0.6978  0.046
C 1.6428 -0.7137 1.3888  0.005
O 0.6508 -0.5878 0.2672  0.000
O 2.2925 -1.8916 1.0860  0.116
C 2.6682 0.3839 1.6167  0.003
F 1.9750 1.4424 2.0913  0.002
F 3.5404 0.2290 2.6882  0.000
F 3.4600 0.7467 0.5432  0.000
C -0.2093 0.5626 0.3409  0.000
C -1.0516 0.6043 -0.8979  0.000
H -0.3880 0.6032 -1.7626  0.000
H -1.7747 -0.2063 -0.9884  0.000
H -1.6009 1.5427 -0.9738  0.000
H 0.3025 1.5245 0.3717  0.000
H -0.9716 0.5103 1.1182  0.000
H 1.0465 -0.9079 2.2803  0.000
C -1.7401 -3.3877 -3.1479  -0.001
O -0.4799 -4.0411 -3.4873  0.001
O -1.7291 -3.5518 -1.7441  -0.017
C -2.0883 -1.9658 -3.8288  0.000
F -1.1063 -1.1639 -4.0458  0.000
F -2.8910 -1.9086 -4.9330  0.000
F -2.7933 -1.2455 -3.0011  0.000
C -0.2513 -4.1546 -4.8764  0.000
C 1.1292 -4.6819 -5.1227  0.000
H 1.9457 -3.9896 -4.9174  0.000
H 1.3112 -5.5848 -4.5398  0.000
H 1.0954 -4.9187 -6.1861  0.000
H -0.1463 -3.1958 -5.3841  0.000
H -1.0477 -4.7642 -5.3033  0.000
H -2.5127 -3.9856 -3.6314  -0.001
C -5.0884 0.7799 -1.6847  0.000
C -6.4282 0.0724 -1.5914  0.000
O -6.7034 -0.5740 -0.3870  0.000
O -4.9588 1.6254 -0.5044  0.000
H -5.1495 1.3434 -2.6157  0.000
H -4.3318 0.0111 -1.8415  0.000
H -6.6845 -0.3431 -2.5660  0.000
H -7.0617 0.9495 -1.4597  0.000
H -6.1847 -0.1180 0.2798  0.000
H -4.1549 2.1068 -0.7131  0.000
C 6.1469 0.5394 4.8535  0.000
C 7.3740 1.3624 4.3405  0.000
O 6.9978 2.7454 4.3816  0.000
O 6.2449 -0.7210 4.3884  0.000
H 5.2151 0.9124 4.4285  0.000
H 5.9185 0.6134 5.9167  0.000
H 7.3704 1.0903 3.2850  0.000
H 8.1859 1.0237 4.9841  0.000
H 7.7298 3.3594 4.4741  0.000
H 5.9217 -0.8634 3.4957  0.000
C 0.4032 -1.5660 6.2551  0.000
C -0.1834 -0.1973 6.1767  0.000
O -0.3523 0.0393 4.8220  0.000
O 1.7796 -1.4285 5.8146  0.000
H 0.0167 -2.3631 5.6199  0.000
H 0.3727 -1.9532 7.2736  0.000
H 0.5017 0.5839 6.5062  0.000
H -1.1714 -0.2380 6.6353  0.000
H 0.3931 -0.4422 4.4556  0.000
H 2.1979 -0.8986 6.4972  0.000
C 6.7298 -3.5516 1.1794  0.005
C 6.0105 -2.2527 0.8939  0.006
O 5.1679 -1.9340 1.9947  0.033
O 5.8898 -4.7474 1.4208  0.105
H 7.3644 -3.2380 2.0083  0.000
H 7.4525 -3.7933 0.4000  0.001
H 5.4363 -2.3905 -0.0223  0.002
H 6.7506 -1.4613 0.7759  0.000
H 4.5370 -1.3136 1.6223  0.000
H 6.4873 -5.4120 1.7713  0.002
C -3.3018 1.9427 3.3440  0.000
C -2.3731 3.1240 3.6108  0.000
O -1.3359 3.1461 2.6527  0.000
O -2.6662 0.6802 3.4464  0.000
H -3.5890 2.0443 2.2974  0.000
H -4.1469 1.9443 4.0324  0.000
H -2.1103 2.9787 4.6586  0.000
H -3.0824 3.9467 3.5207  0.000
H -0.7003 3.7958 2.9617  0.000
H -1.7162 0.7977 3.5195  0.000
C -5.2895 4.7622 -2.3739  0.000
C -4.0813 4.8654 -1.3381  0.000
O -3.1460 3.8997 -1.4122  0.000
O -4.8880 4.6524 -3.7174  0.000
H -6.1264 5.4362 -2.1911  0.000
H -5.7665 3.8698 -1.9687  0.000
H -4.4730 4.9316 -0.3231  0.000
H -3.5961 5.8407 -1.2973  0.000
H -2.4939 4.1442 -2.0728  0.000
H -4.5204 5.4858 -4.0204  0.000
C 2.2572 0.0907 -4.1880  0.000
C 2.5368 -0.8575 -2.9627  0.000
O 1.5957 -1.9211 -3.0073  0.002
O 2.6484 -0.5635 -5.3749  0.000
H 2.8990 0.9484 -3.9866  0.000
H 1.1851 0.2643 -4.2801  0.000
H 2.4261 -0.3613 -1.9985  0.000
H 3.5721 -1.1649 -3.1098  0.000
H 1.6252 -2.3819 -3.8490  0.000
H 2.9663 0.1251 -5.9634  0.000
C -3.6956 -3.4687 1.3119  0.000
C -3.0190 -2.2194 1.9277  0.000
O -2.6915 -2.3208 3.3060  0.000
O -4.2097 -2.9760 0.1219  0.000
H -4.4624 -3.9110 1.9478  0.000
H -3.0368 -4.3183 1.1320  0.000
H -3.8161 -1.4839 1.8195  0.000
H -2.2330 -1.6640 1.4159  0.000
H -2.5701 -1.4030 3.5599  0.000
H -3.4597 -2.8499 -0.4639  0.000
C -0.2943 4.1638 -3.2673  0.000
C 0.6996 3.7595 -4.4203  0.000
O 0.0953 2.9115 -5.4364  0.000
O -1.4689 4.8467 -3.7447  0.000
H 0.1458 4.7789 -2.4824  0.000
H -0.5056 3.2492 -2.7131  0.000
H 1.5499 3.2848 -3.9307  0.000
H 1.0595 4.7555 -4.6781  0.000
H -0.8583 3.0132 -5.4802  0.000
H -2.0593 4.1484 -4.0369  0.000

Cartesian forces (eV/Å) of the 2 atoms listed first:
0.97 1.11 0.16
-1.43 2.22 -1.02



No. 2
A cluster of 10 separate species, C26H66Cl4N2O8 in total at a distorted geometry, computed with wB97M-V/def2-TZVPD.

The largest force on an atom comes out at 0.089 Eh/bohr. As for the gap between HOMO and LUMO: 9.94 eV. The HOMO energy comes out at -9.82 eV. The SMILES is CC(N)=O.CC(N)=O.CC(C)O.CC(C)O.CC(C)O.CC(C)O.CC(C)O.CC(C)O.ClCCCl.ClCCCl.

Last column: Mulliken charge in e.
Geometry (Å):
Cl -1.4867 1.1939 -0.7004  -0.188
C -0.0099 1.7734 0.0489  -0.335
C 0.7681 0.7089 0.8821  -0.184
Cl 1.4850 -0.3793 -0.2109  -0.184
H -0.2862 2.6092 0.6917  0.224
H 0.4782 2.2757 -0.7863  0.222
H 0.2535 0.2298 1.7150  0.242
H 1.5252 1.2460 1.4534  0.195
Cl 4.7400 -1.2991 8.2495  -0.183
C 4.4986 -0.9984 6.5344  -0.386
C 3.3603 -1.8868 5.9283  -0.381
Cl 3.6854 -3.6413 6.0350  -0.178
H 5.4040 -1.1562 5.9484  0.312
H 4.2947 0.0719 6.5651  0.258
H 3.2793 -1.6187 4.8749  0.246
H 2.3759 -1.6718 6.3440  0.313
C -5.4454 -0.4016 -4.4774  -1.054
C -5.7906 -0.6557 -5.9650  0.201
C -4.8957 -0.0009 -6.9911  -1.111
O -5.7094 -2.0446 -6.0883  -0.530
H -4.4195 -0.6822 -4.2388  0.289
H -6.1668 -0.9126 -3.8398  0.304
H -5.4999 0.6595 -4.2344  0.336
H -6.7985 -0.3188 -6.2077  0.323
H -5.0909 -0.2181 -8.0413  0.319
H -3.8597 -0.1641 -6.6941  0.270
H -5.0723 1.0700 -6.8909  0.323
H -4.7683 -2.1413 -5.9253  0.331
C 2.2343 -6.2850 0.7525  -1.225
C 2.8231 -6.3218 -0.6392  0.875
C 4.1219 -5.5809 -0.7698  -1.435
O 3.0594 -7.6962 -0.8424  -0.558
H 2.0082 -5.2493 1.0060  0.310
H 2.8861 -6.6626 1.5402  0.306
H 1.2415 -6.7308 0.6912  0.376
H 2.1362 -5.9351 -1.3920  -0.006
H 4.9777 -5.9535 -0.2068  0.363
H 4.0592 -4.5673 -0.3738  0.342
H 4.4588 -5.4388 -1.7967  0.334
H 2.2042 -8.1322 -0.8528  0.321
C 1.8922 5.1404 -6.1038  -1.317
C 1.2224 4.4103 -4.9691  0.442
C 0.3470 3.2274 -5.4258  -1.122
O 2.2438 3.9114 -4.1441  -0.531
H 2.2902 4.4190 -6.8174  0.327
H 2.6513 5.8400 -5.7538  0.339
H 1.1838 5.8507 -6.5303  0.378
H 0.7203 5.0504 -4.2437  0.259
H 0.9837 2.4562 -5.8594  0.344
H -0.4269 3.5459 -6.1242  0.343
H -0.2062 2.9544 -4.5271  0.262
H 2.8373 3.2598 -4.5246  0.278
C -1.6438 -4.7693 3.9609  -1.181
C -2.8923 -3.9987 4.5223  0.177
C -3.0107 -2.7324 3.6825  -1.104
O -4.0132 -4.7751 4.2459  -0.555
H -1.5446 -4.7884 2.8755  0.319
H -1.7234 -5.7883 4.3396  0.346
H -0.7103 -4.3077 4.2827  0.346
H -2.8683 -3.6920 5.5680  0.358
H -2.1522 -2.0691 3.7876  0.330
H -3.9453 -2.3149 4.0574  0.280
H -3.2125 -3.0080 2.6474  0.324
H -3.9809 -5.0333 3.3218  0.355
C -1.0908 -3.5103 -3.1946  -1.299
C -0.8802 -4.3476 -4.4810  0.397
C -1.1027 -5.8664 -4.1703  -1.093
O -1.8714 -3.9955 -5.3930  -0.483
H -0.5811 -3.8541 -2.2945  0.345
H -2.1659 -3.5215 -3.0150  0.310
H -0.7710 -2.4774 -3.3327  0.319
H 0.1233 -4.1002 -4.8274  0.287
H -0.3939 -6.3609 -3.5060  0.253
H -1.1306 -6.3367 -5.1532  0.331
H -2.1131 -6.1402 -3.8667  0.318
H -1.4498 -4.1048 -6.2486  0.312
C 4.1715 7.0211 1.2883  -1.244
C 4.7029 6.1000 0.1678  0.649
C 4.4546 4.5307 0.4084  -1.467
O 3.9210 6.3919 -0.9729  -0.534
H 3.0861 6.9483 1.3563  0.258
H 4.3526 8.0913 1.1886  0.353
H 4.6018 6.7638 2.2561  0.332
H 5.7397 6.3839 -0.0123  0.181
H 4.6368 4.0192 -0.5367  0.422
H 3.4494 4.2601 0.7315  0.382
H 5.1117 4.2225 1.2217  0.385
H 3.5000 5.5896 -1.2902  0.280
O -3.6406 3.2788 3.0553  -0.628
C -4.2188 2.4993 3.7934  0.726
N -3.5085 1.9283 4.7739  -0.357
C -5.6295 2.0957 3.4658  -1.003
H -2.6006 2.3424 4.9291  0.199
H -3.9042 1.3874 5.5295  0.202
H -6.2903 2.8762 3.0887  0.290
H -6.1098 1.6259 4.3241  0.326
H -5.6618 1.2773 2.7466  0.251
O 0.8596 3.2776 4.9530  -0.676
C 1.1855 4.4318 4.7868  0.751
N 0.4175 5.1925 4.0929  -0.346
C 2.1957 5.2032 5.6225  -0.969
H -0.3473 4.6392 3.7334  0.196
H 0.3599 6.2000 4.0522  0.201
H 2.2794 4.7870 6.6264  0.273
H 2.0608 6.2849 5.6253  0.327
H 3.1518 5.0835 5.1130  0.247

Cartesian forces (eV/Å) of the 2 atoms listed first:
-0.70 -0.57 -0.10
-0.12 0.59 1.17



Number 1: energy -90161.8841 eV. Number 2: energy -97480.1864 eV.